6
Properties=species:S:1:pos:R:3 method="wB97M-V/def2-TZVPD" e_above_lowest_ev=7.582 orbital_gap_ev="6.380 / 6.382" e_lumo_ev="-3.98 / -3.98" total_charge=0
O 0.5291 0.7091 -0.3422
Si -0.0545 -0.6656 -0.0812
Cl -0.0813 2.8235 1.0351
H -1.6290 -0.6486 -0.0792
H 0.6619 -0.6626 -1.3078
H 0.5738 -1.5557 0.7753